Entry w
{
  "formula": "C4H7N2O",
  "method": "ωB97M-V/def2-TZVPD",
  "symbols": ["C", "C", "C", "C", "N", "N", "O", "H", "H", "H", "H", "H", "H", "H"],
  "coordinates": [[-1.3223, 0.0497, -1.0061], [-1.0470, 0.1182, 1.2442], [0.0463, -0.5357, -1.0458], [0.8096, 0.4842, -0.0922], [-1.8742, 0.1793, 0.1546], [0.1943, 0.4343, 1.2069], [2.2062, 0.0987, 0.0772], [-1.8290, 0.1318, -1.9773], [-1.5519, 0.0983, 2.2318], [0.0984, -1.4863, -0.4955], [0.5277, -0.6271, -2.1013], [0.6282, 1.3990, -0.5722], [0.7233, 0.5113, 2.0493], [2.3907, -0.8558, 0.3264]],
  "lowdin_charge": [-0.039, -0.058, -0.061, -0.289, 0.148, 0.169, 0.001, 0.152, 0.178, 0.140, 0.176, 0.154, 0.182, 0.147],
  "multiplicity": 1,
  "homo_energy_ev": -15.35,
  "gap_ev": 9.361,
  "e_lumo_ev": -5.99,
  "total_charge": 1,
  "smiles": "O[C@H]1CC=NC=[NH+]1"
}

---

Entry x
{
  "formula": "C4H7N2O",
  "method": "ωB97M-V/def2-TZVPD",
  "symbols": ["C", "C", "C", "C", "N", "N", "O", "H", "H", "H", "H", "H", "H", "H"],
  "coordinates": [[0.0589, -1.8142, 0.4648], [0.8810, -0.7739, 0.5937], [-1.3342, -1.3635, 0.1811], [0.1665, 0.6191, 0.3946], [-1.1216, 0.2386, 0.0554], [0.7148, 1.4796, -0.9333], [-2.3719, -1.9027, 0.1206], [0.2128, -2.7803, 0.4521], [1.9379, -0.8805, 0.9996], [0.3772, 1.1946, 1.3124], [-1.8547, 0.9137, 0.0572], [0.9469, 2.4868, -0.6935], [-0.1187, 1.6552, -1.6267], [1.5050, 0.9275, -1.3780]],
  "lowdin_charge": [0.049, 0.017, -0.300, -0.255, 0.053, 0.190, 0.199, 0.078, 0.147, 0.159, 0.125, 0.168, 0.197, 0.172],
  "multiplicity": 1,
  "homo_energy_ev": -14.60,
  "gap_ev": 10.091,
  "e_lumo_ev": -4.50,
  "total_charge": 1,
  "smiles": "[NH3+][C@@H]1C=CC(=O)N1"
}

---

Entry y
{
  "formula": "C4H7N2O",
  "method": "ωB97M-V/def2-TZVPD",
  "symbols": ["C", "C", "C", "C", "N", "N", "O", "H", "H", "H", "H", "H", "H", "H"],
  "coordinates": [[1.1977, 0.4335, -0.1970], [-1.8793, 0.2475, 0.0939], [-0.8121, -0.3221, 0.9240], [-2.6318, 0.6583, -0.7284], [0.5107, -0.5509, 0.3747], [2.4115, 0.2242, -0.6193], [0.6288, 1.6461, -0.2728], [-0.1669, 1.6598, 0.1944], [-0.8585, 0.3386, 1.9232], [-1.1127, -1.4196, 1.0522], [-3.5403, 0.8299, -1.2828], [0.9420, -1.3871, 0.4564], [2.8530, 1.0181, -0.9895], [2.8518, -0.6161, -0.7044]],
  "lowdin_charge": [-0.361, -0.140, -0.168, 0.164, 0.125, 0.291, 0.214, 0.066, 0.189, 0.168, 0.067, 0.125, 0.141, 0.118],
  "multiplicity": 1,
  "homo_energy_ev": -14.55,
  "gap_ev": 11.252,
  "e_lumo_ev": -3.30,
  "total_charge": 1,
  "smiles": "C#CCNC(=[NH2+])O"
}

---

Entry z
{
  "formula": "C4H7N2O",
  "method": "ωB97M-V/def2-TZVPD",
  "symbols": ["C", "C", "C", "C", "N", "N", "O", "H", "H", "H", "H", "H", "H", "H"],
  "coordinates": [[-0.3904, 0.4905, 0.4608], [-1.4478, -0.3740, -0.0514], [0.7411, 1.1082, 0.8514], [0.7543, 0.6899, -0.7342], [-2.0590, -0.8605, 1.1039], [1.4773, -0.4147, -1.3329], [-1.4474, -0.9332, -1.0930], [0.9767, 2.1077, 0.3098], [1.2487, 1.0400, 1.8545], [0.5972, 1.6171, -1.3450], [-3.0231, -1.1408, 1.1555], [2.3080, -0.2916, -2.0346], [-1.3833, -1.8333, 1.5742], [1.6477, -1.2055, -0.7189]],
  "lowdin_charge": [0.077, -0.528, 0.016, -0.127, 0.078, 0.137, 0.192, 0.190, 0.156, 0.165, 0.082, 0.181, 0.271, 0.111],
  "multiplicity": 1,
  "homo_energy_ev": [-14.03, -14.04],
  "gap_ev": [7.312, 7.310],
  "e_lumo_ev": [-6.72, -6.72],
  "total_charge": 1
}

---

In eV, relative to the most stable structure: entry w 0.186; entry x 0.000; entry y 0.436; entry z 5.528.

---

Entry w
{
  "formula": "C3H2N4O",
  "method": "ωB97M-V/def2-TZVPD",
  "symbols": ["C", "C", "C", "H", "H", "N", "N", "N", "N", "O"],
  "coordinates": [[-0.1082, 0.7987, 0.0015], [-0.9189, -0.2298, -0.1932], [-2.2848, -0.6002, -0.2406], [2.9161, 0.1573, 1.0238], [-0.4502, 1.9134, -0.0666], [1.1032, 0.2991, -0.0917], [-0.1119, -1.3718, -0.3447], [1.1103, -0.9272, -0.2866], [-3.4600, -1.0086, -0.0822], [2.2044, 0.9691, 0.2802]],
  "lowdin_charge": [-0.033, -0.307, -0.126, 0.333, 0.184, -0.297, 0.096, 0.037, 0.136, -0.024],
  "multiplicity": 1,
  "homo_energy_ev": -10.36,
  "gap_ev": 9.384,
  "e_lumo_ev": -0.98,
  "total_charge": 0
}

---

Entry x
{
  "formula": "C3H2N4O",
  "method": "ωB97M-V/def2-TZVPD",
  "symbols": ["C", "C", "C", "H", "H", "N", "N", "N", "N", "O"],
  "coordinates": [[-1.3540, -0.3170, 0.0685], [-0.6106, 0.9250, -0.4861], [1.4159, 0.2821, 0.4535], [-1.4616, 1.5392, -1.1199], [2.0402, 0.7901, 1.2491], [0.5859, 1.1617, -0.1578], [1.4361, -1.0629, 0.4083], [0.7825, -1.4957, -0.4404], [-0.4427, -1.2623, -0.6124], [-2.3916, -0.5602, 0.6371]],
  "lowdin_charge": [-0.387, -0.053, -0.148, 0.180, 0.134, 0.079, 0.039, -0.094, 0.134, 0.115],
  "multiplicity": 1,
  "homo_energy_ev": -9.56,
  "gap_ev": 8.654,
  "e_lumo_ev": -0.91,
  "total_charge": 0,
  "smiles": "O=c1cncnnn1"
}

---

Entry y
{
  "formula": "C3H2N4O",
  "method": "ωB97M-V/def2-TZVPD",
  "symbols": ["C", "C", "C", "H", "H", "N", "N", "N", "N", "O"],
  "coordinates": [[-0.0933, -0.6285, -0.0898], [1.3881, -0.6738, -0.0237], [2.5939, -0.4361, 0.0112], [-1.2204, 2.2753, -0.1114], [3.6490, -0.1724, 0.2227], [-0.7989, 0.4841, -0.0994], [-2.0625, 0.1748, 0.0700], [-2.1882, -1.1222, 0.0293], [-0.9434, -1.6955, -0.0223], [-0.3243, 1.7942, 0.0134]],
  "lowdin_charge": [-0.312, -0.026, 0.124, 0.163, 0.057, -0.160, 0.027, -0.018, 0.072, 0.072],
  "multiplicity": 1,
  "homo_energy_ev": -10.34,
  "gap_ev": 10.743,
  "e_lumo_ev": 0.40,
  "total_charge": 0,
  "smiles": "C#Cc1nnnn1O"
}

---

Entry z
{
  "formula": "C3H2N4O",
  "method": "ωB97M-V/def2-TZVPD",
  "symbols": ["C", "C", "C", "H", "H", "N", "N", "N", "N", "O"],
  "coordinates": [[-1.4045, -0.5273, 0.0218], [0.0110, 0.8509, -0.0675], [0.1067, -0.5296, -0.2739], [-2.2147, -1.0189, -0.5514], [-1.8031, -0.6263, 1.1278], [1.0642, 1.6822, -0.0828], [2.1326, 0.8409, 0.0008], [2.2857, -0.4137, 0.0075], [1.1828, -1.2559, -0.0892], [-1.3608, 0.9976, -0.0930]],
  "lowdin_charge": [-0.006, -0.313, -0.183, 0.121, 0.166, 0.155, -0.066, -0.015, 0.120, 0.021],
  "multiplicity": 1,
  "homo_energy_ev": -9.90,
  "gap_ev": 8.858,
  "e_lumo_ev": -1.04,
  "total_charge": 0
}

---

In eV, relative to the most stable structure: entry w 0.416; entry x 0.272; entry y 0.000; entry z 0.084.